1.
C21H39FN3O4P | ωB97M-V/def2-TZVPD

Summary:
Orbital gap = 1.5 eV
E_HOMO = -4.69 eV
LUMO level = -3.23 eV

```
69
Properties=species:S:1:pos:R:3:forces:R:3
C 0.5228 0.0971 -2.5198 -0.551 0.101 -0.353
C -0.3505 1.1339 -1.5576 0.185 -1.190 0.033
C 0.2349 1.1975 -0.0007 0.105 0.771 -0.533
C 1.0780 2.6327 0.1440 1.265 -1.487 0.699
C 2.4529 2.4099 -0.7818 0.222 0.826 1.047
C 1.6206 2.8725 1.6945 0.054 2.890 2.863
C 1.4189 4.3268 2.4885 2.124 -3.512 1.276
C 2.0762 4.4024 4.0251 0.775 -3.572 -2.352
P 1.9652 5.9907 5.0694 -5.590 3.373 -1.192
O 0.5290 6.6445 4.7350 5.019 -2.442 1.150
O 1.9947 5.7603 6.7938 0.233 -0.031 -2.521
O 3.1329 7.2166 4.5270 -2.306 -1.576 2.577
C 2.8290 2.9845 4.4963 -1.112 -0.003 -1.908
C 3.5524 2.9315 6.0037 1.109 -1.344 -1.839
C 4.9927 2.1199 5.7485 0.722 0.188 0.461
C 6.2416 2.8038 6.6147 -0.434 -0.404 -1.002
F 6.3348 2.1860 7.9737 -0.103 1.523 -2.944
N 2.9057 1.7452 3.6746 -0.727 5.345 2.612
N 2.3583 1.7772 2.4282 -2.063 2.085 -2.701
H 0.7869 -0.9194 -1.9908 -0.620 2.089 -0.922
H 1.5048 0.5873 -2.9318 -1.835 -0.875 0.937
H -0.1612 -0.1685 -3.4373 1.425 0.417 1.812
H -1.4534 0.6878 -1.5000 2.374 1.215 -0.290
H -0.3186 2.1887 -2.0904 -0.339 -2.077 1.322
H 0.9833 0.2799 0.1214 -1.580 2.000 -0.069
H -0.6125 1.1294 0.8145 1.657 0.147 -1.736
H 0.4484 3.5654 -0.2077 1.333 -1.963 0.951
H 2.8397 1.3025 -0.6099 -0.858 2.360 -0.638
H 3.2689 3.1468 -0.3210 -1.633 -1.560 -1.334
H 2.2650 2.6618 -1.9158 0.396 -0.690 2.379
H 0.8797 5.2654 1.9963 1.267 -2.432 1.175
H 1.0773 5.7228 7.1990 1.259 0.208 -1.369
H 2.7498 8.0735 4.9286 0.657 -1.798 -0.872
H 3.8647 3.9883 6.3977 -1.215 -1.985 -0.838
H 2.9062 2.2980 6.7463 1.104 1.589 -1.423
H 5.3281 2.2101 4.6104 -0.878 -0.195 2.484
H 4.8936 0.9627 6.0227 0.300 2.675 -0.628
H 7.2292 2.6269 5.9815 -1.867 0.048 1.886
H 6.1053 3.9812 6.6801 0.175 -2.574 0.364
H 2.4489 0.8731 1.8683 -0.103 1.755 1.357
C -1.8614 -4.9122 -5.0896 0.023 -0.305 -0.273
C -2.7840 -3.7396 -4.6902 -0.134 -0.865 -1.174
C -4.2606 -4.2149 -4.6842 -0.175 0.165 0.114
C -4.6362 -5.1598 -3.5477 -0.362 -0.258 -0.086
C -3.7969 -4.9719 -2.2901 0.300 -0.166 0.031
C -3.1356 -3.5769 -2.1503 -0.130 -0.866 0.849
N -2.3174 -3.3324 -3.3515 0.522 3.639 0.115
O -1.6569 -2.1130 -3.3235 -1.198 -2.532 0.115
C -2.2002 -3.6607 -0.9136 0.167 0.212 -0.102
C -4.2196 -2.5138 -1.8604 -0.035 0.334 -0.141
C -2.6887 -2.6719 -5.8181 0.314 0.281 0.545
H -0.8152 -4.5934 -5.1395 -0.182 0.119 0.104
H -2.1284 -5.3125 -6.0754 -0.050 0.101 0.082
H -1.9161 -5.7398 -4.3764 -0.059 0.126 0.012
H -4.9219 -3.3410 -4.6338 0.283 0.038 -0.037
H -4.5073 -4.7027 -5.6391 0.317 0.211 0.123
H -5.6978 -5.0175 -3.3097 0.140 -0.023 -0.097
H -4.5429 -6.1993 -3.8834 -0.019 0.119 0.080
H -4.4160 -5.1962 -1.4115 0.221 0.277 -0.043
H -3.0129 -5.7403 -2.2909 0.082 0.276 0.071
H -1.3823 -4.3710 -1.0851 -0.172 0.135 -0.103
H -2.7498 -4.0017 -0.0272 -0.092 0.039 -0.258
H -1.7565 -2.6896 -0.6638 -0.103 -0.133 -0.247
H -4.7745 -2.7698 -0.9482 0.192 -0.137 -0.152
H -4.9545 -2.4198 -2.6653 0.141 -0.081 0.018
H -3.7844 -1.5221 -1.6968 0.128 -0.213 -0.154
H -3.0073 -3.0925 -6.7809 -0.052 -0.210 0.362
H -1.6647 -2.3103 -5.9614 -0.197 -0.050 0.233
H -3.3341 -1.8100 -5.6111 0.184 -0.130 0.093
```
Positions in Å, forces in eV/Å.

=====

2.
C21H39N3O4 | ωB97M-V/def2-TZVPD

Summary:
Orbital gap = 9.7 eV
Energy above the lowest of the compared OMol25 structures with the same formula, charge and spin = 0.0 kJ/mol
E_HOMO = -8.99 eV
Structure (SMILES) = CCC[C@H](C#N)[C@@H](C#N)CNC.CC(C)=O.CC(C)=O.CC(C)=O.CC(C)=O
LUMO level = 0.70 eV

```
67
Properties=species:S:1:pos:R:3:forces:R:3
C -6.3860 -3.5640 -1.7233 -0.010 -0.148 -0.172
C -5.1714 -4.5049 -1.7101 -0.072 0.070 -0.034
C -4.0873 -4.1273 -2.7370 -0.149 -0.173 -0.144
C -2.6286 -4.2922 -2.2760 0.032 0.047 -0.049
C -2.4195 -5.5752 -1.5919 -0.088 0.337 -0.121
N -2.2420 -6.5713 -1.0549 0.020 -0.258 0.165
C -2.0737 -3.1316 -1.4011 0.034 -0.105 0.002
C -1.7492 -2.0017 -2.2829 -0.162 -0.317 0.337
N -1.5292 -1.1156 -2.9747 0.085 0.303 -0.210
C -2.9877 -2.6517 -0.2471 0.175 0.169 0.006
N -2.3702 -1.6820 0.6335 0.103 -0.226 -0.077
C -1.2980 -2.2305 1.4669 -0.021 0.077 0.036
H -6.1167 -2.5641 -2.0703 0.014 0.025 0.161
H -6.8384 -3.4819 -0.7355 0.006 0.020 -0.017
H -7.1582 -3.9335 -2.4011 0.038 0.055 -0.012
H -5.5099 -5.5178 -1.9340 0.056 -0.028 0.136
H -4.7517 -4.5519 -0.7060 0.015 0.041 -0.044
H -4.2130 -4.7599 -3.6191 0.018 0.094 -0.021
H -4.2200 -3.1005 -3.0896 0.082 0.018 0.103
H -2.0081 -4.3233 -3.1760 0.035 -0.059 0.062
H -1.1362 -3.4702 -0.9486 0.004 0.032 -0.092
H -3.2499 -3.5221 0.3562 -0.080 0.006 -0.048
H -3.9030 -2.2232 -0.6622 0.002 -0.076 0.008
H -2.0207 -0.8919 0.1024 -0.128 0.155 0.161
H -0.3050 -2.1608 1.0120 0.044 -0.078 -0.057
H -1.2514 -1.7004 2.4176 -0.003 0.039 -0.039
H -1.5019 -3.2836 1.6772 -0.007 0.057 0.016
C 2.1381 0.5796 1.3200 -0.225 0.076 0.243
C 0.7897 0.8223 0.7091 0.014 0.057 -0.097
C 0.7500 0.9780 -0.7897 -0.162 -0.003 -0.019
O -0.2240 0.9052 1.3727 -0.003 -0.095 0.010
H 2.0427 0.5059 2.4018 0.023 -0.034 -0.011
H 2.5853 -0.3371 0.9365 0.056 0.047 -0.054
H 2.7921 1.4147 1.0638 0.089 -0.088 -0.077
H 1.1201 0.0704 -1.2718 0.057 0.033 -0.018
H 1.3899 1.8081 -1.0948 0.072 -0.034 0.022
H -0.2713 1.1639 -1.1166 0.016 -0.009 -0.024
C -2.3108 3.4747 1.3593 0.142 0.048 0.046
C -1.7964 4.7120 0.6700 -0.030 -0.012 -0.015
C -2.8203 5.5872 -0.0140 0.097 0.048 -0.020
O -0.6197 4.9962 0.6609 -0.027 0.007 0.000
H -1.4852 2.9258 1.8008 -0.010 -0.046 0.006
H -3.0298 3.7509 2.1335 -0.057 0.001 -0.051
H -2.8195 2.8279 0.6424 -0.056 0.018 0.011
H -3.5589 5.9331 0.7113 -0.038 -0.036 -0.013
H -3.3476 5.0148 -0.7790 -0.042 -0.011 0.030
H -2.3296 6.4426 -0.4720 -0.003 -0.007 0.004
C 7.2644 -1.2343 1.4279 -0.066 -0.008 0.092
C 5.8853 -1.0515 0.8420 0.006 0.056 -0.034
C 5.8035 -0.8867 -0.6565 -0.100 -0.002 0.033
O 4.8970 -1.0308 1.5370 0.050 -0.078 0.015
H 7.1942 -1.3383 2.5077 0.001 0.000 -0.007
H 7.7353 -2.1231 1.0043 0.030 0.026 -0.034
H 7.8913 -0.3754 1.1823 0.022 -0.021 -0.041
H 6.2241 -1.7628 -1.1535 0.047 0.023 -0.011
H 6.3812 -0.0147 -0.9675 0.038 -0.024 -0.014
H 4.7669 -0.7577 -0.9582 0.007 0.003 0.003
C 2.3873 4.5969 1.8439 0.044 -0.116 -0.047
C 3.6398 4.3131 1.0559 -0.108 0.022 0.041
C 4.8175 5.2264 1.2954 0.045 -0.072 -0.086
O 3.7016 3.3974 0.2657 0.074 0.003 -0.043
H 1.6054 3.8887 1.5841 -0.011 0.032 -0.001
H 2.6009 4.5382 2.9134 0.013 0.052 0.004
H 2.0288 5.6042 1.6271 -0.002 0.009 0.032
H 5.1100 5.1886 2.3462 -0.026 0.044 0.014
H 4.5427 6.2565 1.0626 -0.011 0.014 0.051
H 5.6547 4.9223 0.6717 -0.006 0.003 0.004
```
Positions in Å, forces in eV/Å.

=====

3.
C21H39NO12Tl2 | ωB97M-V/def2-TZVPD

Summary:
Orbital gap = 4.0 eV
E_HOMO = -13.92 eV
Total charge = +2
LUMO level = -9.91 eV

```
75
Properties=species:S:1:pos:R:3:forces:R:3
Tl -2.5600 -2.4699 -1.3719 0.118 0.810 0.520
Tl 1.9266 -1.1414 -2.0801 -1.605 0.191 0.357
C 4.4752 2.5239 -0.2289 -1.685 0.156 -1.618
C 4.0370 2.0899 1.1713 2.161 1.248 2.027
C 4.1323 3.3469 2.0914 -1.799 0.062 1.032
C 2.9075 4.2564 2.0697 -0.675 0.969 -1.087
C 1.5998 3.5201 2.2766 2.056 -0.660 -0.144
C 1.4914 2.3083 1.3408 -3.119 -0.334 2.120
N 2.6593 1.4350 1.2962 0.626 -3.117 -6.419
O 2.5362 0.2880 0.6863 0.590 5.133 3.913
C 1.1405 2.8041 -0.1114 0.389 -0.315 0.428
C 0.2591 1.5390 1.9703 0.790 -0.589 -0.303
C 5.1208 1.1453 1.6793 -0.757 -1.636 0.045
H 4.2614 1.7638 -0.9819 0.628 -0.423 0.155
H 5.5130 2.8499 -0.2115 0.051 -0.531 0.202
H 3.9418 3.3712 -0.6632 -0.171 0.259 0.573
H 5.0458 3.9033 1.8914 -0.011 -0.207 -0.176
H 4.1276 3.0841 3.1518 0.699 -0.702 -0.041
H 2.8215 4.7892 1.1207 0.288 0.406 0.113
H 2.8885 4.9566 2.9049 0.767 0.392 -0.336
H 0.7243 4.1366 2.0846 0.118 0.043 0.210
H 1.6671 3.2238 3.3248 -0.773 -0.427 -0.005
H 0.9676 1.9857 -0.8095 -0.081 -0.119 0.158
H 1.9010 3.4838 -0.4890 -0.135 -0.002 0.033
H 0.2142 3.3464 0.0743 -0.006 0.002 -0.274
H -0.1141 0.7591 1.3120 -0.232 0.247 0.132
H -0.5069 2.2446 2.2871 -0.052 0.097 -0.609
H 0.5339 1.0643 2.9137 0.372 -0.101 -0.068
H 6.1243 1.5645 1.6557 -0.303 0.443 0.256
H 5.1889 0.2408 1.0723 -0.118 0.003 -0.145
H 4.8153 0.8150 2.6725 0.529 0.066 0.206
C -3.3902 -1.3119 -6.3421 0.311 0.165 3.294
C -2.5872 -1.0502 -7.4261 -2.326 -0.606 -5.002
C -1.1393 -0.7898 -7.2848 2.572 1.080 -3.470
O -0.3752 -0.4600 -8.2243 -2.192 -0.514 1.024
C -0.5248 -0.9925 -6.0689 -0.102 -0.869 3.379
C -1.2338 -1.3582 -4.8630 -1.224 1.472 0.203
C -2.8024 -1.3600 -5.0155 -0.178 -1.477 2.113
O -3.5064 -1.5683 -4.0189 1.057 0.450 -1.471
O -0.7523 -1.3847 -3.7279 -0.025 -0.615 -0.966
O -3.2071 -1.1623 -8.5283 2.218 0.649 1.759
H -4.4577 -1.4795 -6.3807 -0.063 0.006 -0.456
H 0.5335 -0.8243 -5.9255 0.123 0.060 -0.501
O -0.5289 -0.4675 -0.9524 1.442 -0.269 -0.617
H -0.4538 -0.0921 -0.0657 -0.095 -0.428 -0.305
C 0.9746 -4.3781 1.8503 -1.404 0.528 0.356
C 1.7061 -3.0567 2.0717 0.457 0.045 0.936
O 0.8906 -1.8953 1.8719 -1.226 -0.108 -0.615
O 1.1372 -4.9469 0.5905 0.710 -0.163 -1.071
H -0.0971 -4.1938 1.9696 -0.085 0.182 0.398
H 1.1981 -5.1656 2.5691 0.542 0.320 0.089
H 2.5716 -3.0239 1.4080 0.231 -0.039 0.219
H 1.9591 -2.9480 3.1276 0.689 -0.589 -0.060
H 1.3520 -1.1156 1.5604 0.266 -0.342 -0.078
H 0.8077 -4.3340 -0.0721 -0.179 -0.075 -0.026
C -3.6952 1.2462 -0.9319 0.761 0.430 -0.343
C -3.4963 0.7349 0.4620 0.455 -0.879 0.984
O -4.2211 -0.4754 0.7201 0.389 0.274 -0.424
O -3.0578 0.3882 -1.8909 -1.193 -0.354 -0.137
H -3.2059 2.2139 -1.0588 -0.307 0.319 0.356
H -4.7620 1.3623 -1.1220 0.059 -0.206 -0.424
H -3.6252 1.4655 1.2631 -0.594 0.301 -0.227
H -2.4469 0.4534 0.5753 0.119 -0.141 -0.208
H -5.0359 -0.3260 1.2065 -0.048 0.154 -0.088
H -2.1692 0.7031 -2.0802 0.220 -0.193 0.442
C -3.8539 -3.1351 2.9906 -0.084 -0.491 -0.776
C -2.6732 -2.2223 2.7990 0.666 0.466 0.301
O -1.8636 -2.5247 1.6626 -0.638 -0.026 0.059
O -4.6171 -3.3147 1.7842 0.484 0.859 0.052
H -4.4094 -2.6454 3.7926 -0.401 -0.379 0.089
H -3.4718 -4.1104 3.2949 -0.138 -0.041 0.273
H -2.0852 -2.3107 3.7174 0.183 -0.475 0.094
H -2.9374 -1.1643 2.8595 -0.406 0.069 -0.750
H -0.9594 -2.2543 1.8578 0.178 0.165 -0.118
H -5.3285 -3.9533 1.8748 0.116 -0.079 0.458
```
Positions in Å, forces in eV/Å.